# 1
Here is C17H21Br22Cl2N2O2P as an isolated structure at a distorted geometry from the OMol25 dataset. Energies are from ωB97M-V/def2-TZVPD.

CARTESIAN COORDINATES (ANGSTROEM)
C 3.5099 -1.8716 -0.5504
C 3.4682 -0.5547 -0.6478
C 2.8556 0.8825 -1.1039
N 1.4871 0.7955 -1.7497
C 0.4000 0.9824 -0.7528
O -0.8508 0.8795 -0.8626
C 1.1875 1.3289 0.6303
C 0.3383 1.9609 1.8241
Cl 0.9854 1.5395 3.5167
C 0.0841 3.5557 1.7686
C -1.4736 3.9173 1.4387
Cl 0.4087 4.3072 3.4539
C 2.5351 1.9757 0.0868
C 2.5252 3.3408 -0.7822
N 3.2094 4.4933 -0.1063
P 4.1080 2.0715 1.1514
O 5.5094 1.7789 0.1466
Br 4.2171 0.3694 2.6759
H 3.5534 -2.9889 -0.2725
H 3.6127 1.1815 -1.9101
H 1.3447 1.5032 -2.4961
H 1.5708 0.3359 1.1091
H -0.7106 1.4592 1.7888
H 0.7354 4.1522 1.0476
H -1.5779 4.0653 0.3032
H -2.1750 3.0641 1.7744
H -1.7874 4.8658 2.0288
H 3.0180 3.2426 -1.8225
H 1.4095 3.6033 -1.0020
H 3.1172 5.3028 -0.7380
H 2.7958 4.6750 0.8205
H 5.3519 2.1167 -0.7649
C 0.4123 -2.2481 -3.5254
Br 0.2050 -0.5899 -4.5127
Br 0.1302 -3.7983 -4.6604
Br 2.1180 -2.3325 -2.5936
H -0.3677 -2.2652 -2.7647
C -3.9184 -1.6662 -1.0442
Br -2.0545 -2.0186 -0.6398
Br -4.4385 0.1304 -0.5271
Br -4.3351 -2.0322 -2.9037
H -4.5110 -2.3553 -0.4432
C 1.4669 -2.9979 3.3493
Br 2.2570 -2.4373 1.6635
Br 0.2226 -1.6816 4.0398
Br 0.6535 -4.7554 3.2136
H 2.2795 -3.0781 4.0714
C -6.4216 3.5835 -0.3850
Br -6.4363 5.4609 -0.8743
Br -5.4773 3.2794 1.2827
Br -8.2107 2.8333 -0.3468
H -5.8712 3.0556 -1.1638
C -10.4342 1.7984 -3.5005
Br -10.5779 3.4928 -4.4349
Br -12.1214 1.2708 -2.7003
Br -9.7100 0.4054 -4.6406
H -9.7262 1.9433 -2.6852
C 7.1212 -3.6279 -1.7159
Br 7.9179 -3.0816 -3.3991
Br 5.8744 -2.2976 -1.0410
Br 6.3017 -5.3826 -1.8410
H 7.9311 -3.7053 -0.9904
C 1.0103 -8.5974 5.2523
Br -0.7147 -7.9589 4.6314
Br 1.0267 -10.5245 5.4783
Br 2.4592 -7.9928 4.1111
H 1.1762 -8.1599 6.2363

Summary:
maximum force: 6.69 eV/Å
Kohn-Sham gap: 8.05 eV
total charge: 0
M: 2145.13 Da
multiplicity: 1
calculated total energy: -1600304.1769 eV


# 2
Here is a 2-piece molecular cluster, C4H12N2 overall at a distorted geometry from the OMol25 dataset. Energies are from ωB97M-V/def2-TZVPD.

CARTESIAN COORDINATES (ANGSTROEM)
C 1.2930 -0.6556 -0.8669
C -1.4187 -0.2362 -0.3506
C 1.1394 2.0484 0.1851
C -1.7525 -1.4364 0.5238
N 1.4726 -0.2664 0.3887
N 0.8375 0.8120 0.8888
H 1.5364 -1.0062 1.0817
H -0.4632 0.4097 0.2960
H 1.5339 -1.6744 -1.1270
H 1.2301 0.0809 -1.6468
H -2.1987 0.5275 -0.2943
H -1.3476 -0.5181 -1.3991
H 0.6927 2.0914 -0.8187
H 0.7273 2.8605 0.7815
H 2.2177 2.2091 0.0853
H -2.7142 -1.8857 0.2586
H -1.8006 -1.1530 1.5770
H -0.9849 -2.2075 0.4368

Summary:
maximum force: 2.54 eV/Å
Kohn-Sham gap (alpha / beta): 8.14 / 8.14 eV
total charge: 0
M: 88.15 Da
multiplicity: 1
calculated total energy: -7318.6091 eV


# 3
Here is a 2-piece molecular cluster, C26H27BO6 overall at a distorted geometry from the OMol25 dataset. Energies are from ωB97M-V/def2-TZVPD.

CARTESIAN COORDINATES (ANGSTROEM)
C 0.1166 4.8587 -4.0096
C -0.2894 3.4794 -4.1075
C -0.6890 2.7730 -5.2272
C -0.8029 1.4417 -4.8040
C -0.4173 1.3499 -3.4445
B -1.3730 0.1503 -2.7330
O -1.8372 0.6778 -1.4499
C -2.7195 -0.2846 -0.9009
C -2.5883 -1.6349 -1.6910
C -3.3042 -2.7323 -0.9332
C -1.1457 -1.9956 -1.9286
O -0.4931 -1.1318 -2.6321
C -3.0870 -1.3455 -3.1487
O -2.4393 -0.2021 -3.6502
O -0.1787 2.6426 -3.0090
H -0.3311 5.3904 -4.8473
H -0.1791 5.3345 -3.0770
H 1.2040 4.9168 -4.1241
H -0.8833 3.1724 -6.2251
H -1.2766 0.6482 -5.3744
H -2.4524 -0.4127 0.1603
H -3.7644 0.1171 -0.9680
H -2.6474 -3.6041 -0.8339
H -3.5057 -2.3795 0.0900
H -4.2540 -2.9858 -1.4177
H 1.2351 0.9572 -1.7484
H -0.6216 -2.7592 -1.3674
H -2.8396 -2.2271 -3.7817
H -4.1670 -1.1092 -3.2427
C 0.1452 0.0913 8.1249
O -0.6634 -0.0689 6.9506
C -0.1145 0.0307 5.7019
C -0.9994 0.2161 4.6073
C -0.5332 0.5006 3.3335
C 0.8596 0.5092 3.0312
C 1.3603 0.5327 1.6384
O 2.6328 0.0082 1.6050
C 3.0668 -0.6105 0.4578
C 2.2680 -0.6376 -0.6841
C 2.5028 -1.6926 -1.5773
C 3.5576 -2.5843 -1.3970
C 4.4319 -2.4238 -0.3160
C 4.1785 -1.4593 0.6535
C 1.0939 0.3192 -0.8600
C 0.7533 0.9182 0.4649
C 1.7277 0.2729 4.1375
C 1.2644 0.0017 5.4218
H -0.5574 0.2695 8.9345
H 0.7112 -0.8157 8.3466
H 0.8283 0.9423 8.0748
H -2.0758 0.1448 4.7993
H -1.2178 0.7032 2.5017
H 1.8169 -1.7813 -2.4093
H 3.7010 -3.3900 -2.1234
H 5.3330 -3.0435 -0.2435
H 4.7762 -1.3516 1.5550
H 0.2426 -0.3280 -1.0346
H -0.1476 1.5604 0.4931
H 2.8108 0.2923 4.0066
H 1.9775 -0.2318 6.2325

Summary:
maximum force: 5.04 eV/Å
Kohn-Sham gap: 5.81 eV
total charge: 0
M: 446.31 Da
multiplicity: 1
calculated total energy: -40358.8982 eV